# C3H7NO

A 2-piece molecular cluster, C3H7NO overall (wB97M-V/def2-TZVPD, OMol25).

Atoms and positions in Å:
C (0.047, -0.220, 1.760)
N (-0.559, 0.399, 0.830)
C (0.258, 0.821, -0.445)
O (1.451, 0.967, -0.212)
C (-0.592, 0.749, -1.506)
H (0.030, -2.150, -0.199)
H (-0.497, -0.696, 2.569)
H (1.130, -0.268, 1.662)
H (-1.573, 0.450, 0.827)
H (-0.150, -1.659, -0.735)
H (-0.193, 0.805, -2.510)
H (-1.658, 0.600, -1.381)

Output
Calculated total energy   -6759.023 eV
Relative energy (zero: lowest compared OMol25 entry of this formula, charge and spin)   86.0 kcal per mole
E_HOMO (spin up / spin down)   -7.73 / -7.73 eV
Spin multiplicity   1
Net charge   0